Molecular formula: C63H70ClN5O4PS2Tl
Method: DFT, ωB97M-V with the def2-TZVPD basis set

Computed properties:
* 2S+1: 1
* orbital gap: 4.94 eV
* lowest unoccupied orbital energy: 3.675 eV
* DFT total energy: -130286.0020 eV
* charge: -2

CARTESIAN COORDINATES (ANGSTROEM)
Tl1 -0.584520 -0.796918 0.471749
C1 -2.023774 5.989575 2.636749
C2 -2.755952 5.703976 1.321232
C3 -4.256843 5.932763 1.556079
C4 -2.240650 6.704735 0.274371
C5 -2.530369 4.284251 0.810473
C6 -1.745106 3.360621 1.481429
C7 -1.552857 2.071437 0.989147
N1 -0.798062 1.107385 1.590697
C8 0.173672 1.219190 2.533385
C9 0.867069 2.384863 2.869816
C10 1.753950 2.418978 3.936365
C11 1.961149 1.236505 4.646323
C12 1.422234 0.010048 4.254667
C13 0.560784 -0.034042 3.138022
O1 0.099514 -1.151846 2.643265
C14 1.681981 -1.261012 5.060787
C15 2.190959 -2.384090 4.151137
C16 2.709798 -1.074916 6.185953
C17 0.345910 -1.686204 5.686811
C18 2.505099 3.682443 4.341336
C19 2.141866 4.072244 5.782637
C20 4.015723 3.418610 4.251712
C21 2.176057 4.871079 3.434051
C22 -2.260990 1.654691 -0.192204
O2 -2.212100 0.401533 -0.563598
C23 -3.005645 2.615643 -0.906175
C24 -3.116799 3.898191 -0.389400
C25 -3.672738 2.230670 -2.224356
C26 -4.724294 1.143070 -1.977096
C27 -2.598768 1.694039 -3.174502
C28 -4.362982 3.408297 -2.923456
H1 -2.220019 7.013816 2.958918
H2 -0.950437 5.877622 2.504904
H3 -2.355571 5.317532 3.425078
H4 -4.442946 6.944041 1.922346
H5 -4.631126 5.223193 2.291477
H6 -4.818573 5.790631 0.636806
H7 -2.359157 7.729897 0.628421
H8 -2.776352 6.603299 -0.665954
H9 -1.185621 6.522972 0.080530
H10 -1.312008 3.602701 2.436881
H11 0.690514 3.256158 2.262674
H12 2.584064 1.273416 5.526660
H13 3.170262 -2.140706 3.742914
H14 1.494543 -2.513069 3.329217
H15 2.266044 -3.315800 4.712339
H16 3.661847 -0.718217 5.794560
H17 2.889049 -2.034673 6.671459
H18 2.354002 -0.379294 6.944312
H19 -0.358525 -1.923656 4.895362
H20 -0.063710 -0.873999 6.287509
H21 0.475322 -2.563127 6.321864
H22 2.467850 3.312535 6.487954
H23 1.065071 4.189686 5.884580
H24 2.618660 5.014428 6.053542
H25 4.306362 2.590344 4.892452
H26 4.574647 4.301371 4.558834
H27 4.294664 3.169360 3.230469
H28 1.119912 5.123604 3.493690
H29 2.426955 4.652649 2.399001
H30 2.753439 5.740938 3.745857
H31 -3.696842 4.630932 -0.927446
H32 -4.237640 0.256802 -1.591781
H33 -5.238714 0.876418 -2.900991
H34 -5.459954 1.481621 -1.249306
H35 -2.100534 0.847006 -2.715726
H36 -1.861055 2.466871 -3.384306
H37 -3.040257 1.367751 -4.115962
H38 -5.176140 3.807121 -2.319336
H39 -4.778291 3.067172 -3.872299
H40 -3.654278 4.205018 -3.141025
N2 4.211218 0.311176 2.658491
C29 4.091139 -0.087091 1.373965
N3 3.181432 0.544989 0.614121
S1 5.154036 -1.196899 0.753431
H41 3.437863 0.771779 3.133027
H42 4.827516 -0.244718 3.227568
H43 2.414405 1.024900 1.070639
H44 2.952751 0.142858 -0.286414
C30 3.494312 -6.805403 1.122043
C31 2.854345 -5.874274 1.918975
C32 2.122466 -4.852542 1.336729
C33 2.025938 -4.751751 -0.042756
C34 2.678517 -5.688185 -0.840251
C35 3.408812 -6.707215 -0.258229
P1 0.949270 -3.433148 -0.761058
C36 -0.109892 -4.660925 -1.635161
C37 -0.077646 -4.932850 -2.995728
C38 -0.964567 -5.847111 -3.536350
C39 -1.891203 -6.490781 -2.735674
C40 -1.893370 -6.259903 -1.370301
C41 -0.996078 -5.363992 -0.822720
C42 2.053621 -2.830358 -2.099295
C43 1.475073 -2.164863 -3.179385
C44 2.263541 -1.627986 -4.177565
C45 3.643666 -1.715781 -4.096448
C46 4.227460 -2.342702 -3.009282
C47 3.440831 -2.892862 -2.012017
H45 4.055116 -7.615404 1.571479
H46 2.923055 -5.942017 2.995690
H47 1.609344 -4.127030 1.948199
H48 2.606897 -5.617096 -1.917902
H49 3.912447 -7.434077 -0.882890
H50 0.628706 -4.427798 -3.640618
H51 -0.939306 -6.044700 -4.598854
H52 -2.605075 -7.175351 -3.173424
H53 -2.607863 -6.756383 -0.732553
H54 -1.003304 -5.167187 0.238513
H55 0.401875 -2.047750 -3.213071
H56 1.805013 -1.124669 -5.017977
H57 4.259920 -1.286102 -4.875595
H58 5.304386 -2.398492 -2.930246
H59 3.912289 -3.362122 -1.160454
S2 -1.898154 -1.778605 -2.687405
C48 -2.691974 -2.703390 -3.803435
N4 -4.000530 -3.056379 -3.563901
C49 -4.743243 -3.765921 -4.432168
C50 -4.225046 -4.187003 -5.620187
C51 -2.877545 -3.865563 -5.922310
C52 -2.138882 -3.143524 -5.037242
H60 -4.396478 -2.769591 -2.663426
H61 -5.765042 -3.956949 -4.137388
H62 -4.824343 -4.746658 -6.320989
H63 -2.446405 -4.197750 -6.857130
H64 -1.115705 -2.872368 -5.237516
Cl1 -5.305386 -2.487336 -0.658909
C53 -3.922464 -1.953084 0.291529
C54 -2.929877 -3.124874 0.512616
O3 -3.375194 -4.254566 0.637885
O4 -1.707222 -2.802753 0.558107
H65 -4.313664 -1.598006 1.248443
H66 -3.440707 -1.136196 -0.246383
N5 2.733496 5.148925 -6.608830
C55 2.447765 4.412853 -5.768337
C56 2.089628 3.502456 -4.765312
C57 2.586456 3.634113 -3.458980
C58 2.239905 2.722521 -2.490856
C59 1.382698 1.653501 -2.794088
C60 0.866903 1.538839 -4.094439
C61 1.215513 2.444063 -5.065334
C62 1.027486 0.709130 -1.815529
C63 0.780145 -0.170605 -1.008904
H67 3.243025 4.461552 -3.223101
H68 2.617327 2.825465 -1.483252
H69 0.179137 0.736222 -4.311857
H70 0.810647 2.363120 -6.065907

Forces on atoms 1 to 2 (eV/Å):
Tl -0.89 -0.40 1.06
C -0.12 -0.07 -0.24